No. 1
Molecular formula: C4H5ClOSi
Method: DFT, the ωB97M-V functional and the def2-TZVPD basis

The geometry in XYZ format:
```
12
Properties=species:S:1:pos:R:3:lowdin_charge:R:1
C 1.04 -2.80 0.49 0.174
C 0.06 -2.21 0.15 -0.053
C -1.17 -1.56 -0.26 -0.576
O -1.91 -2.02 -1.09 0.093
C -1.34 -0.25 0.43 -0.799
Si -0.39 1.12 -0.55 0.656
Cl -3.04 0.29 0.40 0.582
H 1.91 -3.31 0.79 0.034
H -1.02 -0.30 1.46 0.078
H 1.02 0.74 -0.58 -0.069
H -0.61 2.35 0.21 -0.067
H -0.97 1.18 -1.88 -0.053
```

Values from the calculation:
SMILES: C#CC(=O)[C@@H]([SiH3])Cl
HOMO energy: -10.40 eV
gap between HOMO and LUMO: 10.4 eV
charge: 0
lowest unoccupied orbital energy: -0.0541 eV
energy relative to the best compared isomer or geometry (same formula, charge and spin): 127.1 kJ/mol

***

No. 2
Molecular formula: C4H5ClS2
Method: DFT, the ωB97M-V functional and the def2-TZVPD basis

The geometry in XYZ format:
```
12
Properties=species:S:1:pos:R:3:lowdin_charge:R:1
C 1.04 1.11 0.17 -0.173
C 0.07 0.43 -0.71 -0.744
S -1.50 1.33 -0.72 0.560
S -2.49 -0.04 0.50 0.519
C -1.22 -1.28 0.60 -0.479
C -0.12 -1.03 -0.12 -0.737
Cl 1.37 -1.97 -0.35 0.639
H 0.62 1.04 1.18 0.093
H 1.45 2.05 -0.06 0.063
H 2.02 0.52 0.16 0.083
H 0.23 0.09 -1.74 0.090
H -1.47 -2.24 1.09 0.087
```

Values from the calculation:
SMILES: C[C@@H]1SSC=C1Cl
HOMO energy: -7.92 eV
gap between HOMO and LUMO: 8.4 eV
charge: 0
lowest unoccupied orbital energy: 0.4637 eV
energy relative to the best compared isomer or geometry (same formula, charge and spin): 72.5 kJ/mol

***

> Number 2 is which compound?

C4H5ClS2

***

> What is the formula in the first record?

C4H5ClOSi

***

> gap between HOMO and LUMO of number 2 (C4H5ClS2)?

8.4 eV

***

> Among the records above, which one has the lowest lowest unoccupied orbital energy?

C4H5ClOSi